20
Properties=species:S:1:pos:R:3:forces:R:3 method="wB97M-V/def2-TZVPD" homo_energy_ev=-9.041 de_lowest_kj_mol=280.5 smiles=CCNC[C@@H](C)O
C -2.142661 -1.811658 0.445729 2.690 1.223 0.620
C -1.799236 -0.683881 -0.598095 -0.101 0.857 0.605
N -0.332194 -0.645103 -1.005480 -0.804 2.083 3.504
C 0.594129 0.640000 -0.912007 -2.415 -1.302 3.556
C 1.391029 0.566861 0.480684 -2.091 -1.082 -1.460
C 2.359563 1.664444 0.611748 2.456 1.149 -0.197
O 0.314263 0.545704 1.408976 0.787 0.461 0.740
H -1.606778 -2.747879 0.190558 -0.029 0.576 0.199
H -1.728846 -1.399567 1.486697 -1.437 -1.419 -1.913
H -3.182395 -2.059339 0.358747 -0.660 0.244 0.699
H -1.902172 0.299296 -0.066311 -0.669 -0.738 -0.608
H -2.625644 -0.773244 -1.405534 1.897 0.464 0.640
H -0.281655 -0.917140 -1.904658 0.399 -1.297 -3.574
H 0.025637 1.633020 -0.888886 0.945 -1.331 -0.744
H 1.274229 0.325059 -1.606260 1.743 0.580 -2.601
H 1.931932 -0.384733 0.519729 -0.137 -0.143 -0.073
H 1.852101 2.639544 0.487831 0.450 -0.301 -0.500
H 3.214902 1.423015 -0.204512 -1.962 1.069 1.771
H 2.891109 1.793928 1.609690 -0.705 -0.751 -1.093
H -0.247313 -0.108327 0.991353 -0.357 -0.343 0.428